{"formula": "C51H144N21O16P7SV", "method": "ωB97M-V/def2-TZVPD", "total_charge": -1, "gap_ha": 0.283, "homo_ev": -6.001, "species": ["O", "V", "O", "S", "O", "O", "O", "O", "O", "P", "N", "C", "C", "N", "C", "C", "N", "C", "C", "H", "H", "H", "H", "H", "H", "H", "H", "H", "H", "H", "H", "H", "H", "H", "H", "H", "H", "O", "P", "N", "C", "C", "N", "C", "C", "N", "C", "C", "H", "H", "H", "H", "H", "H", "H", "H", "H", "H", "H", "H", "H", "H", "H", "H", "H", "H", "O", "P", "N", "C", "C", "N", "C", "C", "N", "C", "C", "H", "H", "H", "H", "H", "H", "H", "H", "H", "H", "H", "H", "H", "H", "H", "H", "H", "H", "O", "P", "N", "C", "C", "N", "C", "C", "N", "C", "C", "H", "H", "H", "H", "H", "H", "H", "H", "H", "H", "H", "H", "H", "H", "H", "H", "H", "H", "O", "P", "N", "C", "C", "N", "C", "C", "N", "C", "C", "H", "H", "H", "H", "H", "H", "H", "H", "H", "H", "H", "H", "H", "H", "H", "H", "H", "H", "O", "P", "N", "C", "C", "N", "C", "C", "N", "C", "C", "H", "H", "H", "H", "H", "H", "H", "H", "H", "H", "H", "H", "H", "H", "H", "H", "H", "H", "O", "P", "N", "C", "C", "N", "C", "C", "N", "C", "C", "H", "H", "H", "H", "H", "H", "H", "H", "H", "H", "H", "H", "H", "H", "H", "H", "H", "H", "C", "C", "O", "C", "H", "H", "H", "H", "H", "H", "C", "C", "O", "C", "H", "H", "H", "H", "H", "H", "C", "C", "O", "C", "H", "H", "H", "H", "H", "H"], "positions_angstrom": [[0.91978, -0.44636, -2.16916], [0.62235, -0.02106, -0.66471], [0.80737, -1.20422, 0.45094], [-1.31017, 2.60686, -0.09618], [-1.26360, 3.54994, 1.00305], [-0.17342, 1.52715, 0.23307], [-2.62160, 1.95519, -0.19232], [-0.84274, 3.27876, -1.31033], [-1.35778, 3.02995, 6.66670], [-2.50731, 2.27947, 6.07157], [-2.76769, 2.68369, 4.51417], [-3.50340, 1.83694, 3.64769], [-2.70337, 4.07555, 4.08123], [-3.87925, 2.49911, 7.01646], [-5.21283, 2.05653, 6.50343], [-3.98078, 3.55361, 8.01321], [-2.37796, 0.66052, 6.04485], [-1.28370, 0.02656, 5.30392], [-2.62448, -0.10403, 7.19255], [-3.48604, 0.79864, 4.03795], [-3.04941, 2.01767, 2.61403], [-4.54139, 2.15000, 3.57907], [-1.94995, 4.61760, 4.69385], [-3.69680, 4.46607, 4.14677], [-2.45649, 4.18586, 3.01328], [-5.79146, 1.98543, 7.38825], [-5.64116, 2.73757, 5.77512], [-5.22410, 1.08905, 6.04344], [-2.97432, 3.75217, 8.33613], [-4.46875, 4.39345, 7.52902], [-4.50832, 3.28113, 8.90038], [-0.38143, -0.18200, 5.85757], [-1.64117, -0.98159, 5.18544], [-0.90649, 0.48409, 4.38522], [-1.68930, -0.51740, 7.58999], [-3.26526, -0.99943, 6.87175], [-3.14052, 0.40517, 8.02165], [-4.27586, 3.46665, -5.64142], [-3.21452, 2.48130, -5.76286], [-1.67333, 3.07195, -5.91218], [-1.26377, 4.18477, -5.07007], [-0.69840, 2.60830, -6.78374], [-3.54244, 1.39881, -7.01290], [-3.15408, -0.00043, -7.08274], [-4.04295, 1.99398, -8.20252], [-3.02370, 1.54997, -4.44913], [-1.87084, 0.94864, -3.95752], [-4.28256, 0.89518, -4.02017], [-0.59069, 3.87650, -4.26047], [-2.10050, 4.75389, -4.67082], [-0.78774, 4.93118, -5.65265], [-0.96338, 1.55680, -7.15719], [0.24152, 2.39152, -6.21486], [-0.52390, 3.31486, -7.60362], [-2.83443, -0.37894, -6.14665], [-4.03593, -0.60958, -7.37519], [-2.34787, -0.09551, -7.79522], [-3.26929, 2.14241, -8.90575], [-4.73962, 1.36787, -8.69426], [-4.59584, 2.88556, -7.97550], [-1.92639, -0.07821, -4.19575], [-0.95921, 1.40822, -4.43808], [-1.74258, 1.03226, -2.90513], [-5.17999, 1.19021, -4.61508], [-4.61254, 1.13297, -2.94700], [-4.05988, -0.21229, -4.12042], [2.40718, 0.90617, -0.23222], [3.14514, 2.21501, -0.36595], [3.24807, 3.05506, 1.10460], [4.46592, 3.74252, 1.42414], [2.09297, 3.17904, 2.03752], [2.49674, 3.28533, -1.36907], [1.97901, 2.74350, -2.60306], [1.91585, 4.59146, -1.11486], [4.69309, 1.79076, -0.78546], [5.24382, 0.53088, -0.43620], [5.54501, 2.54083, -1.76646], [5.16233, 3.14959, 1.95303], [4.23681, 4.59864, 2.03519], [4.89128, 4.06085, 0.46998], [1.18749, 2.68042, 1.64220], [1.74410, 4.20360, 2.10748], [2.37353, 2.71739, 2.99275], [0.93154, 2.95990, -2.59256], [2.39871, 3.25158, -3.47390], [2.09829, 1.67919, -2.68461], [2.01080, 4.90089, -0.09058], [2.18854, 5.44020, -1.76455], [0.82990, 4.45254, -1.29622], [6.35094, 0.57697, -0.43695], [5.09252, 0.26552, 0.61094], [4.98885, -0.23087, -1.13726], [5.81800, 1.88394, -2.61701], [6.48402, 2.93197, -1.36448], [5.02302, 3.36504, -2.21852], [1.70208, -1.58806, 6.18212], [2.59044, -0.51434, 5.71430], [2.41259, -0.28507, 4.00425], [3.63780, -0.09744, 3.12997], [1.49568, -1.22884, 3.36805], [4.25569, -0.88712, 6.11893], [4.63449, -2.26511, 5.68656], [5.38978, 0.01934, 6.18724], [2.41617, 0.96277, 6.50119], [2.50103, 0.89593, 7.93421], [1.55109, 1.98276, 6.03837], [4.09257, -1.06702, 2.90304], [4.30786, 0.62577, 3.53338], [3.33576, 0.26168, 2.14870], [1.92873, -1.64094, 2.47693], [0.58250, -0.75856, 3.01008], [1.13715, -2.10304, 3.90121], [3.98380, -3.06139, 6.16878], [4.48537, -2.40772, 4.61084], [5.68643, -2.41884, 6.03844], [6.08649, -0.33225, 6.98631], [5.97511, 0.21149, 5.25218], [4.87553, 0.90308, 6.55464], [2.51689, -0.14259, 8.24674], [3.42596, 1.30793, 8.27201], [1.71278, 1.39971, 8.46994], [1.28269, 1.76229, 5.02922], [2.02745, 2.97972, 6.03576], [0.70698, 2.02621, 6.70981], [2.59654, -6.52329, 0.67285], [2.99532, -6.52502, 2.13323], [3.30071, -8.06896, 2.63284], [3.38042, -9.12285, 1.59810], [3.92727, -8.42578, 3.89003], [1.87265, -5.83073, 3.13390], [2.13402, -5.44744, 4.51691], [0.48158, -6.25339, 2.93641], [4.39082, -5.68599, 2.49021], [4.21781, -4.32960, 2.53156], [5.62337, -6.26865, 1.93960], [2.44939, -9.16753, 1.01778], [3.46077, -10.05303, 2.11601], [4.26698, -9.01836, 0.91317], [5.02901, -8.63398, 3.75236], [3.51953, -9.37026, 4.26852], [3.84587, -7.65927, 4.67365], [3.23883, -5.41839, 4.63737], [1.82821, -4.37763, 4.69712], [1.68136, -6.10810, 5.24810], [-0.11704, -5.69182, 3.65029], [0.12443, -6.20021, 1.88919], [0.50153, -7.33399, 3.28360], [3.30554, -3.97296, 3.00758], [5.06994, -3.80413, 2.93568], [4.18704, -3.82872, 1.55069], [5.67883, -7.32315, 2.19419], [6.41886, -5.76972, 2.47357], [5.66562, -6.04407, 0.85040], [-3.34842, -5.41651, -0.57339], [-2.49048, -5.10502, -1.72642], [-2.93994, -3.70592, -2.57022], [-1.95732, -2.84292, -3.25246], [-4.28005, -3.49753, -3.03230], [-2.71351, -6.23331, -2.88275], [-2.87841, -7.62254, -2.48346], [-2.44276, -6.03588, -4.32415], [-0.83003, -4.92780, -1.40780], [-0.48569, -4.08889, -0.22334], [0.21991, -5.81480, -2.01068], [-2.08627, -2.97151, -4.28449], [-0.95213, -2.92521, -2.94897], [-2.25029, -1.80401, -3.07589], [-4.44687, -2.44795, -3.29101], [-4.95576, -3.63393, -2.17303], [-4.49816, -4.06955, -3.91591], [-1.95219, -8.19029, -2.54773], [-3.31100, -7.68641, -1.50959], [-3.62855, -8.03903, -3.23044], [-1.58036, -6.64239, -4.55206], [-3.29350, -6.41711, -4.85267], [-2.29529, -4.96246, -4.45334], [0.12285, -4.64033, 0.39425], [0.15949, -3.19806, -0.42699], [-1.39291, -3.67144, 0.25873], [-0.25655, -6.50871, -2.70320], [0.68340, -6.44267, -1.22853], [0.95730, -5.22738, -2.46876], [-4.19931, 8.79437, -1.58435], [-3.58921, 7.53115, -2.06293], [-3.74802, 6.99159, -3.68619], [-5.08202, 6.65138, -4.10231], [-2.84737, 7.31193, -4.81413], [-3.96363, 6.16781, -1.19686], [-3.60603, 6.31220, 0.19780], [-3.89688, 4.83243, -1.78701], [-1.89702, 7.73753, -1.92865], [-1.30904, 8.94954, -1.35773], [-0.95518, 6.72357, -2.13693], [-5.68394, 6.26903, -3.26174], [-5.01003, 5.86195, -4.85039], [-5.57871, 7.47369, -4.48494], [-1.85122, 7.53385, -4.39511], [-3.13100, 8.23234, -5.40846], [-2.90762, 6.50398, -5.52365], [-3.94012, 7.31700, 0.45623], [-4.11991, 5.67524, 0.87538], [-2.48610, 6.20562, 0.33564], [-4.81058, 4.28715, -1.71547], [-3.61075, 4.99069, -2.84328], [-3.08201, 4.36288, -1.19243], [-0.49908, 9.27088, -2.07105], [-2.08123, 9.71885, -1.26497], [-0.82382, 8.75736, -0.41309], [-0.21221, 6.90470, -2.96490], [-1.41132, 5.67170, -2.39993], [-0.39068, 6.48591, -1.23866], [0.72752, -1.25055, -5.38868], [1.76526, -0.75445, -6.42859], [1.37576, -0.34433, -7.53945], [3.17539, -0.69691, -6.04689], [0.86366, -2.32993, -5.29248], [-0.25919, -0.93955, -5.61025], [1.05341, -0.89731, -4.39364], [3.61951, -0.14048, -6.88344], [3.55829, -1.73116, -5.96729], [3.37035, -0.21632, -5.09546], [4.06026, -5.36808, -2.98155], [3.39372, -4.12840, -3.70727], [2.80420, -4.17550, -4.75176], [3.48045, -2.90176, -2.84586], [3.36118, -5.79150, -2.19905], [4.95558, -5.11086, -2.32967], [4.25290, -6.02162, -3.82225], [2.86318, -2.18118, -3.33848], [4.57141, -2.59969, -2.83967], [3.23350, -3.00749, -1.76228], [-1.91392, -0.55304, 1.37083], [-2.22905, -0.66276, -0.07003], [-1.34196, -0.62125, -0.96024], [-3.58995, -1.17113, -0.35463], [-0.95853, -0.11480, 1.63127], [-1.87193, -1.58122, 1.71731], [-2.71043, 0.05212, 1.80308], [-3.67938, -2.13885, 0.13302], [-3.68403, -1.31150, -1.41736], [-4.31157, -0.55500, 0.10129]], "forces_ev_per_angstrom": [[0.314, -0.181, -0.266], [-0.097, -0.443, 2.907], [0.273, 0.977, -1.876], [0.943, 0.544, 0.220], [-0.004, -0.016, 0.903], [-0.876, 0.060, -0.902], [0.672, -0.490, -0.261], [-0.568, -0.697, -0.704], [-0.837, -0.140, -0.208], [0.894, 1.957, 1.473], [0.804, 0.215, 0.219], [0.196, -0.306, -1.811], [0.904, 0.003, 0.049], [-0.979, -0.883, -0.590], [1.599, 0.648, 0.277], [0.743, -0.207, -1.235], [1.192, 0.417, -1.180], [0.062, -0.491, -0.299], [-1.357, -2.422, 1.360], [0.119, 0.569, -0.765], [-0.670, -0.883, 1.063], [-0.505, 0.068, -0.081], [-0.756, -0.240, -0.374], [-0.754, 0.867, 0.450], [0.380, -0.538, 0.311], [-1.121, 0.016, 0.632], [-0.175, 0.435, 0.031], [0.497, -0.668, -0.227], [0.402, 0.637, -0.072], [0.045, 0.658, 0.372], [-0.784, -0.587, 0.498], [0.336, 0.537, 0.965], [-0.134, -0.628, -1.042], [-0.902, 0.180, -0.035], [-0.086, 0.035, 0.098], [0.704, 0.843, 0.684], [0.152, 0.026, -0.629], [-0.934, 1.253, -0.086], [1.440, -1.469, -0.250], [-1.638, 1.355, 0.788], [-0.544, -0.199, 0.451], [1.340, -2.661, -0.857], [0.153, 0.497, 1.501], [-0.991, 0.724, -0.756], [-0.408, -0.120, 0.076], [-3.546, 0.498, 0.588], [2.447, 0.770, -0.606], [-0.208, -0.511, 1.023], [-0.138, -0.062, 0.013], [-0.283, -0.603, 0.348], [0.956, 0.656, -0.875], [0.276, 1.632, 0.046], [-0.262, 0.468, -0.509], [0.326, -0.286, -0.124], [0.413, -0.144, 1.011], [0.500, 0.256, -0.121], [0.295, -0.511, -0.413], [1.063, 0.650, -1.046], [-0.939, -1.076, -0.444], [0.110, 0.654, 0.104], [0.471, -1.569, -0.248], [-0.878, -0.623, 0.516], [-0.085, 0.257, 1.045], [1.016, -0.248, 0.033], [0.976, -0.354, -1.226], [-0.785, 0.892, 0.253], [-0.162, 0.183, -0.200], [0.020, 0.397, 2.747], [-1.210, -1.379, -0.789], [-0.702, 0.578, -1.050], [0.060, -0.863, -0.922], [0.511, 0.301, -1.008], [0.007, 0.403, -0.837], [-1.566, 0.332, 0.115], [0.694, 2.225, -1.535], [1.770, -0.286, 1.126], [-0.503, -0.915, -0.123], [0.981, -0.845, 0.651], [-0.065, 0.562, 0.140], [0.454, 0.324, 0.354], [0.667, -0.197, 0.057], [0.376, 0.414, 0.404], [-0.254, 0.366, 0.011], [-0.875, -0.181, -0.188], [0.271, -0.065, -0.089], [0.236, -0.514, -0.065], [0.296, 0.028, 0.441], [0.749, -0.641, -0.088], [0.473, 0.226, 0.351], [-0.312, 0.316, -0.339], [-0.769, -0.259, -0.171], [-0.521, -0.907, -0.259], [-0.153, 0.053, 0.464], [-0.142, -0.186, 0.451], [-0.501, 0.382, 0.094], [-0.117, -0.461, 0.135], [1.900, 0.933, -0.505], [1.309, -0.466, 1.054], [-1.718, -0.548, 0.177], [-1.001, -0.129, -0.694], [-1.028, -1.599, -1.214], [-0.523, -0.302, 1.235], [-0.622, 0.186, 0.634], [0.817, -1.439, -0.684], [0.653, -1.027, 0.430], [-0.103, 1.240, -0.153], [0.361, 0.041, 0.406], [0.624, 0.327, 0.547], [-0.442, 0.276, 0.028], [0.467, 0.001, -0.554], [0.024, 0.399, 0.015], [0.409, 0.122, 0.927], [0.669, 1.088, -0.314], [0.548, 0.037, 0.046], [-0.821, -0.098, -0.668], [-0.372, 0.206, -0.598], [-0.604, -0.206, 0.492], [0.767, 0.756, -0.173], [-0.137, -0.221, 0.229], [0.828, 0.557, 0.418], [-0.574, 0.218, -0.213], [-0.583, 0.060, -0.681], [-0.005, -0.250, 0.086], [-0.636, 0.282, -0.320], [0.250, -0.136, 1.952], [-0.476, 0.160, -1.662], [0.037, -0.935, -0.567], [0.111, 0.731, -0.361], [1.127, -0.253, 0.097], [-0.306, 0.432, -0.233], [1.403, 1.467, -0.442], [0.632, -1.703, 0.376], [-0.695, -3.401, 0.534], [0.489, 4.084, -1.191], [-0.757, 1.228, -0.062], [0.446, 0.241, -0.009], [0.162, -0.764, 0.341], [-0.797, 0.005, 0.543], [-0.768, 0.276, 0.126], [-0.187, 0.217, 0.014], [-0.176, -0.160, -0.456], [-0.704, -0.252, 0.318], [-0.142, -1.019, -0.035], [-0.119, -0.202, 0.099], [-0.304, 0.102, -0.380], [0.291, 0.157, 0.750], [-0.801, 0.834, -0.488], [0.226, -0.299, 0.219], [0.444, -0.039, 0.878], [-0.268, -0.306, -0.495], [-0.088, -0.034, -0.394], [0.577, 0.138, -0.129], [0.315, -0.470, 0.524], [-0.058, 0.246, 0.596], [0.757, 1.362, -0.682], [2.048, 0.245, 0.820], [-2.025, 0.794, 1.141], [-0.387, 0.714, 1.284], [0.247, -1.008, -0.632], [-1.112, 0.053, -2.008], [0.000, 0.129, 2.218], [-1.094, -0.096, -0.098], [-0.522, 1.743, -2.135], [-1.956, -0.365, 1.939], [0.283, -0.304, -1.927], [1.072, -0.531, 0.462], [0.134, 0.000, 0.184], [0.330, 0.088, -0.103], [-0.129, -0.616, -0.616], [-0.525, -0.593, -0.363], [0.179, -0.214, 0.001], [-0.140, 0.008, 0.663], [0.857, -0.014, 0.921], [0.547, 0.093, -0.646], [-0.505, -0.036, -0.630], [0.137, -0.427, -0.531], [0.969, -1.534, 1.985], [-0.601, -0.516, -0.556], [0.445, -0.687, -0.157], [0.098, 0.295, -0.182], [-0.027, 0.370, -0.121], [1.082, 0.768, -0.882], [-0.348, -0.489, -0.341], [2.107, -0.034, -1.059], [0.519, 0.953, 0.897], [0.325, -1.976, 0.811], [-0.433, 1.682, 0.967], [-0.984, 0.391, -0.674], [1.220, 1.170, -0.236], [2.094, 0.726, 0.339], [-1.313, 1.185, 0.231], [0.065, 0.037, -1.655], [0.364, -3.595, -1.212], [0.312, 0.071, -0.226], [-0.202, -0.142, -0.089], [-1.180, 1.828, -1.006], [-0.307, -0.500, -0.497], [-0.105, -0.614, 0.747], [0.387, -0.496, -0.134], [0.396, 0.161, 0.351], [-0.463, -1.024, 0.232], [-1.108, 0.010, 0.093], [-0.738, -0.393, 0.175], [-0.121, -0.788, 0.631], [-0.626, -0.469, -0.930], [-0.606, 0.124, 0.604], [0.291, -0.148, 0.025], [0.059, -0.156, 0.569], [-0.497, 0.232, 0.547], [0.492, 2.063, 0.434], [0.286, 0.151, 0.320], [2.746, -0.014, 0.254], [-3.570, 0.817, -1.126], [0.947, -0.858, 1.974], [1.123, -0.314, -0.719], [-0.348, -0.174, -0.240], [-0.888, 0.124, -0.367], [-0.416, 0.147, -0.293], [0.504, -0.319, 0.440], [0.008, 0.396, -0.140], [-0.199, 0.165, 0.190], [-0.492, 0.863, 0.255], [0.531, -1.052, 3.182], [0.251, -0.212, -0.362], [1.215, 0.409, 0.109], [0.326, 0.285, -1.186], [-0.804, -0.077, -1.320], [0.361, -0.796, 0.407], [-0.258, 0.973, 0.181], [-1.060, -0.043, -0.177], [-0.158, -0.306, -0.942], [0.034, 0.689, 0.266], [2.167, -0.526, -0.632], [-1.781, 0.266, 0.865], [1.026, -0.572, -0.708], [-0.086, 0.154, -0.363], [-0.407, -0.245, 0.377], [-0.026, -0.444, 0.393], [0.097, -0.303, 0.018], [-0.464, 0.123, -0.321], [-0.980, 0.986, 0.232]]}